1.
Below is C19H23CoN9O9P2 as an isolated structure, with properties calculated with ωB97M-V with the def2-TZVPD basis set.

The net charge is 0. As for the frontier orbital gap (alpha / beta): 7.7 / 7.5 eV. Its spin multiplicity is 2. The max |F| comes out at 0.56 eV/Å. For the energy relative to the best compared isomer or geometry (same formula, charge and spin), the calculation gives 28.0 kcal/mol. The value obtained for the LUMO energy (alpha / beta) is -0.025 / -0.025 Ha.

Geometry as XYZ:
```
63
Properties=species:S:1:pos:R:3:forces:R:3:lowdin_charge:R:1
Co -0.24095 -0.64005 -0.08935 0.179 -0.507 0.172 0.5550
P -1.62889 1.87154 1.75912 -0.014 -0.035 0.124 0.3294
P -2.10085 2.34205 -1.23270 -0.040 -0.120 -0.019 0.3094
O -2.83765 1.06025 -1.21666 -0.006 0.070 0.002 -0.2805
O -0.41330 1.15370 1.25840 -0.047 0.159 -0.273 -0.3033
O -0.66070 -0.56780 -1.99319 0.037 0.238 -0.078 -0.1782
O -2.93988 3.44882 -2.08590 0.155 0.102 0.005 -0.1535
O -0.65689 2.53460 -1.60403 0.070 0.028 0.035 -0.3348
O -2.30697 -1.97886 -2.01873 -0.205 -0.119 0.127 0.0178
O -2.78834 1.16011 2.33634 0.001 0.012 0.005 -0.2837
O -1.09448 3.01126 2.83563 0.128 0.031 -0.190 -0.1790
O -1.52835 -1.16573 -3.85345 -0.042 0.042 -0.346 0.0285
N 2.15133 -0.95569 1.37900 0.116 -0.004 0.065 0.1412
N -1.54896 -1.25479 -2.63934 0.181 -0.059 0.125 -0.5458
N 0.58869 -3.06109 -0.97344 -0.091 0.046 0.026 0.0297
N -1.08127 4.15374 0.40159 -0.176 0.094 0.212 0.1625
N 0.95416 -3.10485 -2.26025 -0.049 0.026 -0.107 -0.0105
N 2.94115 1.33607 -1.85031 0.027 0.017 -0.015 0.1446
N 0.80538 -1.22915 1.37156 -0.010 0.084 -0.040 -0.0860
N -1.67471 -1.49563 0.95959 -0.127 0.028 -0.069 0.0679
N 1.47195 0.06244 -0.60513 0.112 0.057 -0.035 0.0700
C 5.29787 1.51862 -1.31240 0.014 0.012 -0.002 -0.0145
C -3.41308 -2.61195 2.78921 -0.004 -0.012 0.004 -0.0460
C 4.02523 1.02775 -1.03042 -0.023 0.000 0.008 -0.1665
C 6.34466 1.19322 -0.47657 0.007 0.002 -0.005 -0.0673
C 0.11079 -4.26734 -0.71768 0.071 -0.025 0.066 -0.1536
C 0.70758 -4.30166 -2.83154 0.002 0.082 0.017 -0.0980
C -2.04362 -2.62099 3.03577 0.001 0.014 0.010 -0.0093
C 6.13832 0.38230 0.64119 0.005 -0.005 0.012 -0.0679
C 4.87839 -0.10079 0.91866 0.006 0.000 0.000 -0.0051
C 3.80485 0.21596 0.08330 0.064 0.012 -0.029 -0.0759
C 0.17193 -5.09902 -1.85117 -0.050 -0.035 0.014 -0.0697
C -3.48903 3.72733 0.85735 0.034 -0.027 -0.008 -0.0847
C 2.45130 -0.26100 0.33009 -0.116 -0.002 0.021 -0.2395
C 0.23846 -1.90260 2.28675 0.087 -0.024 0.084 -0.0193
C 1.72018 0.83996 -1.61062 -0.006 0.002 0.104 -0.0882
C -3.88434 -2.01413 1.64144 -0.018 -0.001 -0.003 -0.0193
C -1.20777 -2.03996 2.10625 -0.129 -0.019 -0.018 -0.2378
C -2.16510 3.09190 0.46790 -0.071 0.058 0.031 -0.5005
C -2.98075 -1.45478 0.74215 0.023 0.038 -0.001 -0.0804
H -1.42992 4.97938 -0.08412 -0.003 0.003 0.025 0.1582
H -3.80686 4.45811 0.11132 -0.001 0.014 0.006 0.0742
H 4.68896 -0.72862 1.77834 0.003 0.002 -0.007 0.1159
H 5.45399 2.14809 -2.17995 0.004 -0.004 0.001 0.1157
H 0.91101 -4.48113 -3.87344 0.003 0.002 0.016 0.1152
H 0.89346 1.11193 -2.25886 0.012 0.008 -0.021 0.1206
H -4.09646 -3.05372 3.50234 -0.001 0.003 0.001 0.1099
H 6.96907 0.13534 1.28776 -0.005 -0.002 0.000 0.1068
H -0.75214 4.39180 1.33978 0.009 -0.020 0.004 0.1336
H -1.63546 -3.04939 3.94108 0.009 -0.003 -0.003 0.1140
H -4.23948 2.94173 0.92143 0.002 0.008 -0.023 0.0891
H -0.35546 3.72279 -0.19545 0.191 -0.133 -0.180 0.1152
H -3.42444 4.20099 1.83971 -0.011 -0.004 -0.002 0.0818
H -1.30836 2.74769 3.73341 -0.124 -0.035 0.120 0.0703
H -3.71098 3.03386 -2.48031 -0.190 -0.087 -0.009 0.0705
H -0.15328 -6.12020 -1.94608 0.008 0.018 0.008 0.0903
H 3.06760 1.94567 -2.64154 0.004 -0.001 0.013 0.1632
H 7.33543 1.57088 -0.69204 -0.006 0.002 -0.003 0.1089
H -4.94186 -1.95852 1.42726 0.006 -0.003 0.010 0.1143
H 0.77499 -2.31065 3.13761 0.008 0.014 -0.015 0.1371
H -3.29208 -0.95189 -0.16298 0.016 -0.024 0.020 0.0944
H -0.27550 -4.49188 0.26479 0.036 -0.013 -0.009 0.1004
H 1.21145 -2.24600 -2.71846 -0.066 -0.006 0.014 0.1431
```
Forces are in eV/Å.

=====

2.
Below is C41H61F6NbO22PS as an isolated structure at a distorted geometry, with properties calculated with ωB97M-V with the def2-TZVPD basis set.

The net charge is -1. As for the frontier orbital gap: 6.4 eV. Its spin multiplicity is 1. The max |F| comes out at 3.00 eV/Å. The value obtained for the LUMO energy is 0.061 Ha.

Geometry as XYZ:
```
133
Properties=species:S:1:pos:R:3:forces:R:3:lowdin_charge:R:1
Nb 3.81694 0.83253 -0.27000 2.939 -0.576 -0.016 1.6960
S 2.86617 3.81113 1.98424 -0.050 0.248 0.336 -0.0545
P 1.99273 2.39835 0.87164 0.059 -0.003 0.010 0.1950
F 5.45835 6.23163 4.85923 0.049 -0.080 0.089 0.0652
F 0.24844 7.22291 -4.21315 -0.101 0.032 0.029 0.0698
F -0.50704 -6.89784 4.11295 0.022 0.007 -0.073 0.0637
F -4.99080 -6.16916 8.43987 -0.005 -0.029 -0.060 0.0748
F -4.65836 3.85365 -3.85620 -0.006 -0.050 -0.073 0.0838
F -5.26323 -1.60723 -8.93346 0.012 0.083 -0.003 0.0796
O -5.17080 0.45004 -7.99729 -0.102 -0.058 0.248 0.1430
O 3.41145 -2.27022 2.04511 0.116 -0.783 -0.298 0.0455
O -0.11060 -6.40361 1.93667 0.144 0.216 0.020 0.1344
O -1.46543 7.41592 -2.74812 0.068 -0.145 0.237 0.1265
O -4.39481 -0.56950 -4.07407 -0.165 -0.067 -0.152 0.1684
O -1.02907 -4.37177 1.81717 -0.008 -0.098 0.135 0.0590
O -4.31932 -6.69493 6.34562 0.296 -0.011 0.084 0.1396
O -3.35096 -4.77615 5.74922 -0.032 -0.029 0.134 0.0673
O 1.83933 3.93026 -2.35872 -0.388 0.317 -0.099 -0.1244
O -6.04984 0.75379 -3.30307 -0.046 0.109 -0.090 0.0707
O -7.34655 0.90062 -7.81850 0.053 -0.114 -0.022 0.0745
O 5.26100 2.15821 0.09270 -1.034 -0.743 -0.662 -0.4231
O -3.62010 -6.40059 4.21764 -0.327 -0.124 0.083 0.1776
O -2.91547 1.37071 0.06316 0.004 -0.078 -0.017 -0.1821
O -4.26989 1.67199 -4.28535 -0.329 -0.155 -0.243 0.1296
O -5.83291 2.50116 -7.34551 -0.101 0.081 -0.106 0.1704
O 5.27768 2.35342 7.02727 0.056 -0.047 0.090 0.1721
O 5.68070 4.14487 5.71298 -0.218 -0.154 -0.146 0.1315
O 3.68343 3.90288 6.67701 0.055 0.087 -0.067 0.0628
O -3.38393 6.91666 -1.66649 -0.083 0.041 -0.021 0.1709
O -0.28381 -5.34910 -0.06067 -0.166 -0.327 -0.140 0.1834
O -2.21205 5.31540 -2.72876 0.130 0.064 -0.028 0.0636
C -0.43949 0.11405 4.11998 0.163 -0.086 -0.077 -0.0955
C -6.09378 1.39792 -7.69199 0.130 -0.031 -0.086 -0.5445
C -7.24468 -0.41637 -8.37423 -0.200 -0.083 0.061 -0.0475
C 3.67946 5.18816 6.04526 -0.255 0.060 0.020 -0.0539
C 4.15428 -0.02851 1.80800 -0.816 0.416 0.985 -0.2279
C -6.18018 2.17415 -3.14063 -0.136 -0.018 0.135 -0.0389
C 1.95899 0.30452 3.92480 -0.145 -0.298 -0.358 -0.0502
C -1.07792 5.33882 -3.60598 0.013 -0.270 -0.032 -0.0428
C -0.44995 -0.87677 3.13892 0.604 0.223 0.002 -0.0894
C -1.18309 -4.81087 3.17352 -0.199 0.232 0.154 -0.0499
C -2.72679 2.31910 1.08949 -0.040 -0.209 0.060 -0.1106
C -0.00353 -2.49990 -1.89073 -0.188 -0.889 1.004 -0.1793
C 6.05333 -4.14733 -0.75956 0.111 0.268 0.067 -0.1195
C -1.65965 0.91950 -0.43386 -0.030 0.308 0.044 -0.2355
C -0.38040 6.60751 -3.17854 -0.018 0.099 -0.133 -0.3057
C -3.97694 -6.03425 7.55098 -0.253 0.033 -0.077 -0.3112
C 4.91733 3.36241 6.52305 0.024 0.084 0.032 -0.5560
C 5.82935 -1.64842 -0.61014 0.108 -0.142 -1.379 -0.2986
C -5.82980 -0.80490 -8.00160 0.061 0.022 -0.197 -0.3059
C 2.43562 -1.94101 -1.21535 -0.992 0.015 0.334 -0.2784
C -0.14070 -5.90151 3.25924 -0.151 -0.135 -0.057 -0.2984
C -1.85000 0.20264 -1.74388 -0.360 -0.215 0.017 -0.1636
C 2.07618 -0.54399 -0.68128 0.539 0.307 -0.422 -0.3321
C 4.80959 5.05241 5.05274 0.082 0.169 0.119 -0.3129
C -0.46929 -5.37706 1.10601 0.071 0.180 0.054 -0.5358
C -2.23148 -1.26372 -1.63277 0.246 -0.602 0.179 -0.1925
C 1.96430 -0.66205 2.91731 -0.700 0.282 0.231 -0.1760
C 6.19372 -2.83600 -1.53353 -0.582 -0.393 0.836 -0.2664
C -3.80394 -4.60185 7.09575 0.140 0.175 0.055 -0.0446
C 1.25538 -2.92611 -1.11289 0.623 0.550 -0.296 -0.2092
C 3.16674 3.49087 -2.07427 0.339 -0.175 -0.538 -0.3775
C 5.22560 -0.47608 -1.41091 -0.586 0.224 0.094 -0.3251
C -3.75457 -5.99710 5.32187 -0.064 -0.011 -0.071 -0.5386
C 3.31020 1.96645 -2.18786 -0.353 0.640 1.050 -0.3069
C 3.23147 -1.08146 2.22105 -0.134 0.226 0.263 -0.4978
C 0.74920 -1.25553 2.55244 0.428 -0.018 0.176 -0.0493
C -4.86292 0.50675 -3.90721 0.303 0.101 0.254 -0.5610
C -5.25442 2.69339 -4.21691 0.175 0.103 0.305 -0.3070
C -2.45269 6.57829 -2.31647 -0.018 0.034 -0.081 -0.5559
C -1.17390 -2.15217 -0.96387 0.272 0.995 -0.255 -0.1972
C 0.76526 0.69028 4.52319 -0.114 -0.307 -0.193 -0.0771
H 5.18174 -0.35419 1.94308 0.307 -0.100 -0.629 0.0749
H 1.11551 1.62354 1.66270 -0.320 0.153 -0.184 -0.1050
H -1.90638 2.03079 1.74639 0.186 -0.060 0.129 0.0746
H -1.00783 1.77790 -0.59709 0.122 0.312 0.025 0.1000
H 4.50402 4.64271 4.09450 0.068 -0.015 -0.241 0.0967
H 1.48645 -0.04907 -1.45242 -0.277 0.152 -0.084 0.0216
H -1.18303 0.31006 0.33531 0.148 -0.153 0.055 0.1023
H -3.07599 -4.04663 7.68038 0.132 -0.016 -0.160 0.1416
H -7.99867 -1.07410 -7.95150 -0.042 0.151 0.142 0.1395
H 3.89130 5.95814 6.78955 0.120 0.028 -0.050 0.1388
H 6.62934 -4.08716 0.16007 0.250 -0.226 0.118 0.0704
H -3.07727 -6.49012 7.96687 -0.053 -0.033 0.100 0.1741
H 5.02180 -4.28699 -0.45140 -0.245 -0.020 0.003 0.0645
H -1.42142 5.39484 -4.64019 0.040 0.146 -0.010 0.1457
H -4.75386 -4.06639 7.09511 -0.077 -0.108 0.046 0.1453
H 1.11813 3.02264 -0.04182 -0.314 -0.120 0.151 -0.1098
H 3.80147 3.96069 -2.82536 0.070 0.223 -0.104 0.0996
H -1.63035 -3.04526 -0.55605 0.009 -0.263 0.010 0.0971
H 0.78116 -2.02135 1.79411 -0.116 -0.128 -0.104 0.0870
H -0.96564 0.32723 -2.36359 0.225 -0.052 -0.047 0.1079
H 6.75890 -1.28982 -0.17939 -0.060 -0.024 0.683 0.1025
H 1.25880 3.17526 -2.24005 -0.009 -0.095 0.116 0.0398
H -5.72201 2.80417 -5.19306 0.107 0.206 -0.018 0.1394
H 5.49896 2.68293 -0.67940 0.247 0.273 0.177 0.0003
H -2.19573 -5.20040 3.32966 0.428 -0.006 -0.146 0.1105
H 1.61024 -3.89884 -1.44212 -0.075 -0.236 -0.072 0.1006
H -7.21246 2.48500 -3.27501 -0.046 -0.195 -0.079 0.1372
H 4.13688 1.74174 -2.86026 0.123 -0.269 -0.121 0.0382
H -5.72437 -1.26830 -7.01915 0.075 -0.078 -0.038 0.1745
H 0.32582 6.47919 -2.35801 0.109 -0.003 -0.084 0.1709
H -2.41886 -1.64880 -2.63308 -0.176 -0.048 -0.152 0.1006
H -1.37706 0.42201 4.55706 -0.065 0.129 0.148 0.0931
H 1.41737 -0.59588 0.18254 -0.060 -0.121 0.263 0.0128
H -3.62867 2.36177 1.69141 -0.215 0.075 -0.021 0.0811
H 2.89597 0.74348 4.22634 0.059 0.201 0.125 0.1079
H -0.46514 4.45446 -3.47652 -0.048 -0.069 0.182 0.1218
H 5.46328 -2.87942 -2.33353 0.120 0.151 -0.484 0.0903
H 3.48207 3.89259 -1.11173 -0.141 0.002 0.266 0.0531
H -5.83966 2.46252 -2.14543 0.138 0.028 -0.041 0.1463
H -7.37105 -0.36573 -9.45626 0.133 -0.035 -0.028 0.1433
H -0.75406 -1.59928 -0.12499 -0.037 -0.026 0.321 0.0772
H 4.72943 -0.82733 -2.31350 -0.097 -0.190 -0.113 0.0289
H 4.01445 0.81560 2.48347 0.047 0.367 -0.094 0.0237
H 2.39357 1.59030 -2.63724 0.004 -0.248 -0.217 0.0331
H 0.21785 -1.66403 -2.54442 0.043 0.098 -0.301 0.0982
H -0.99975 -3.99135 3.86544 0.105 0.127 -0.194 0.1347
H 3.24514 -2.39263 -0.64967 0.316 0.031 -0.088 0.0679
H 6.34860 -5.01526 -1.34193 0.169 -0.142 -0.028 0.0605
H 6.03580 0.16809 -1.74806 0.079 0.237 -0.088 0.0379
H -1.36126 -1.34202 2.79857 -0.249 0.009 0.035 0.1004
H 7.20494 -2.74394 -1.91533 0.091 0.142 -0.352 0.0977
H 5.14814 -2.05353 0.12855 0.018 0.206 0.465 0.0538
H 1.06152 -3.01779 -0.04868 -0.322 -0.171 0.172 0.0775
H 0.85856 -5.55703 3.53132 0.002 -0.068 0.098 0.1751
H -2.50816 3.30391 0.67829 0.043 0.197 -0.068 0.0864
H -2.66359 0.71685 -2.25039 0.012 0.214 -0.214 0.0956
H 2.72092 5.38810 5.57470 -0.042 -0.229 -0.002 0.1377
H 2.70949 -1.82329 -2.26049 0.334 -0.162 -0.184 0.0961
H 0.79360 1.44005 5.29667 -0.109 0.137 0.113 0.0991
H -0.33510 -3.36993 -2.45074 0.020 0.106 -0.607 0.1062
H -3.16104 -1.36108 -1.07655 -0.246 0.132 0.042 0.1129
```
Forces are in eV/Å.